[1]
Formula: C6H10
Source: the Open Molecules 2025 dataset
Level of theory: ωB97M-V with the def2-TZVPD basis set

Values from the calculation:
**SMILES**: C1C[C@@H]2C[C@@H]2C1
**Frontier orbital gap**: 0.39596 hartree
**Total charge**: 0
**HOMO level**: -9.551 eV
**M**: 82.15 g/mol
**Relative energy (zero: lowest compared OMol25 entry of this formula, charge and spin)**: 89.7 kcal per mole

Geometry (Å):
C: -1.38613 -0.00191 -0.19350
C: -0.32776 -0.74699 -0.99099
C: 0.97432 -0.82231 -0.22267
C: 0.92424 -0.59334 1.28098
C: 1.07663 0.55723 0.30090
C: -0.55543 1.30343 -0.15337
H: -1.68208 -0.36612 0.79144
H: -2.30307 0.04094 -0.80265
H: -0.03697 0.34447 -1.47301
H: -0.63977 -1.69085 -1.48202
H: 1.78622 -1.36197 -0.71275
H: -0.04568 -0.76570 1.72832
H: 1.73801 -0.86849 1.96532
H: 2.04278 1.08131 0.31403
H: -0.58633 1.98410 0.66885
H: -0.97898 1.90619 -1.01886

natural (NBO) atomic charge list, values in e, 8 entries: number 1, C, carries -0.4336; number 2, C, carries -0.4044; number 3, C, carries -0.2739; number 4, C, carries -0.4392; number 5, C, carries -0.1926; number 6, C, carries -0.4614; number 7, H, carries 0.1992; number 8, H, carries 0.2164

[2]
Formula: C6H10
Source: the Open Molecules 2025 dataset
Level of theory: ωB97M-V with the def2-TZVPD basis set

Values from the calculation:
**Frontier orbital gap (alpha / beta)**: 0.29454 / 0.27194 hartree
**Total charge**: 0
**HOMO level (alpha / beta)**: -8.083 / -7.467 eV
**M**: 82.15 g/mol
**Relative energy (zero: lowest compared OMol25 entry of this formula, charge and spin)**: 111.5 kcal per mole

Geometry (Å):
C: 0.90175 0.76712 -0.71770
C: 0.66144 0.97553 0.79240
C: 0.12080 -0.30005 1.34733
C: -0.86031 -0.92970 0.61594
C: -1.24278 -0.59087 -0.62740
C: -0.37037 0.32585 -1.45363
H: 1.67530 0.00010 -0.83452
H: 1.29622 1.68390 -1.16786
H: -0.07082 1.78051 0.94596
H: 1.58002 1.27232 1.30757
H: 0.43441 -0.71580 2.30205
H: 0.07930 -2.41173 1.48819
H: -0.92982 -2.02029 1.16257
H: -2.19397 -0.91000 -1.04420
H: -0.97430 1.21103 -1.70535
H: -0.10688 -0.13793 -2.41135

natural (NBO) atomic charge list, values in e, 8 entries: number 1, C, carries -0.3880; number 2, C, carries -0.4730; number 3, C, carries -0.0963; number 4, C, carries -0.2436; number 5, C, carries -0.1986; number 6, C, carries -0.4367; number 7, H, carries 0.2031; number 8, H, carries 0.2127

[3]
Formula: C6H10
Source: the Open Molecules 2025 dataset
Level of theory: ωB97M-V with the def2-TZVPD basis set

Values from the calculation:
**Frontier orbital gap**: 0.20734 hartree
**Total charge**: 0
**HOMO level**: -6.637 eV
**M**: 82.15 g/mol
**Relative energy (zero: lowest compared OMol25 entry of this formula, charge and spin)**: 215.4 kcal per mole

Geometry (Å):
C: 0.58413 -1.48195 0.50218
C: 1.87687 -1.28824 -0.22596
C: -1.99521 2.71705 -0.07868
C: -1.12769 1.71457 -0.50150
C: -0.13901 0.99396 0.29237
C: 0.79508 0.03868 -0.26583
H: -0.40827 -1.80107 0.07437
H: 1.33030 -3.90035 0.34739
H: 0.58590 -1.26732 1.56650
H: 0.96345 -4.27401 -0.07828
H: 0.61377 0.27938 -1.40831
H: -2.46255 3.33478 -0.89485
H: -2.15831 3.07446 0.96363
H: -1.29925 1.22370 -1.53035
H: 0.00273 1.27602 1.33963
H: 2.83806 -0.63966 -0.10231

natural (NBO) atomic charge list, values in e, 8 entries: number 1, C, carries -0.2694; number 2, C, carries -0.5219; number 3, C, carries -0.3261; number 4, C, carries -0.2652; number 5, C, carries -0.1033; number 6, C, carries -0.2306; number 7, H, carries 0.2243; number 8, H, carries -0.0008

[4]
Formula: C6H10
Source: the Open Molecules 2025 dataset
Level of theory: ωB97M-V with the def2-TZVPD basis set

Values from the calculation:
**Frontier orbital gap (alpha / beta)**: 0.30407 / 0.30279 hartree
**Total charge**: 0
**HOMO level (alpha / beta)**: -8.185 / -7.853 eV
**M**: 82.15 g/mol
**Relative energy (zero: lowest compared OMol25 entry of this formula, charge and spin)**: 91.7 kcal per mole

Geometry (Å):
C: 1.77756 -0.43597 0.41738
C: 0.72272 0.06655 -0.61686
C: -0.18728 -1.10050 -0.80647
C: -2.06447 0.03647 0.20577
C: -1.24621 1.21845 0.32442
C: 0.03213 1.26956 -0.07421
H: 1.26506 -0.69126 1.35188
H: 2.51302 0.34281 0.62668
H: 2.31338 -1.32590 0.06497
H: 1.26264 0.34537 -1.53562
H: 0.17046 -1.76047 -1.61436
H: -0.36782 -1.70834 0.06457
H: -1.91338 -0.87911 0.73171
H: -3.13961 0.27592 0.25761
H: -1.72923 2.15077 0.62646
H: 0.59104 2.19565 -0.02393

natural (NBO) atomic charge list, values in e, 8 entries: number 1, C, carries -0.5691; number 2, C, carries -0.3508; number 3, C, carries -0.2868; number 4, C, carries -0.3538; number 5, C, carries -0.2765; number 6, C, carries -0.1410; number 7, H, carries 0.2079; number 8, H, carries 0.2082

[5]
Formula: C6H10
Source: the Open Molecules 2025 dataset
Level of theory: ωB97M-V with the def2-TZVPD basis set

Values from the calculation:
**SMILES**: C[C@H]1C[C@H]2C[C@H]21
**Frontier orbital gap**: 0.40100 hartree
**Total charge**: 0
**HOMO level**: -9.672 eV
**M**: 82.15 g/mol
**Relative energy (zero: lowest compared OMol25 entry of this formula, charge and spin)**: 33.8 kcal per mole

Geometry (Å):
C: -0.98727 -0.76556 1.40881
C: -0.55434 0.41350 0.55703
C: 0.94075 0.81925 0.52401
C: 0.94418 0.63849 -0.98498
C: 0.49601 -0.73300 -1.40443
C: -0.53289 0.26223 -0.97234
H: -0.74147 -0.59514 2.46376
H: -2.07012 -0.92160 1.33802
H: -0.49174 -1.68913 1.08906
H: -1.17100 1.28694 0.80125
H: 1.08337 1.86710 0.80118
H: 1.62674 0.18942 1.09936
H: 1.54224 1.23526 -1.66666
H: 0.66760 -1.61541 -0.79326
H: 0.67291 -0.91559 -2.46461
H: -1.45518 0.57501 -1.44325

natural (NBO) atomic charge list, values in e, 8 entries: number 1, C, carries -0.6105; number 2, C, carries -0.2024; number 3, C, carries -0.3991; number 4, C, carries -0.2098; number 5, C, carries -0.4276; number 6, C, carries -0.2296; number 7, H, carries 0.2090; number 8, H, carries 0.2092

[6]
Formula: C6H10BClN3O5
Source: the Open Molecules 2025 dataset
Level of theory: ωB97M-V with the def2-TZVPD basis set

Values from the calculation:
**Frontier orbital gap**: 0.30479 hartree
**Total charge**: -1
**HOMO level**: -6.068 eV
**M**: 250.43 g/mol

Geometry (Å):
C: -0.82473 -1.46984 3.00829
N: -0.69657 -1.84110 1.56928
C: -2.00523 -1.96201 0.90249
B: 0.23654 -0.95712 0.85454
O: 1.53081 -1.46272 0.57671
C: -0.06200 0.55765 0.40375
C: -1.06755 0.64824 -0.73341
N: -1.92230 0.65110 -1.46806
C: 1.21773 1.36436 -0.03397
C: 1.14404 2.80167 0.46450
N: 0.94461 3.83918 0.85000
H: -1.89143 -1.53074 3.27993
H: -0.21795 -2.19184 3.59154
H: -0.38938 -0.45692 3.14769
H: -2.55471 -0.99689 1.03666
H: -1.93033 -2.15393 -0.18334
H: -2.62118 -2.75801 1.37280
H: 1.93979 -1.56907 1.45252
H: -0.48625 1.09217 1.28408
H: 1.27540 1.39839 -1.16669
H: 2.16584 0.95752 0.35227
O: 0.57145 2.45166 -4.56117
Cl: 1.25125 1.25165 -4.14623
O: 0.73478 0.11773 -4.86943
O: 1.02883 1.04541 -2.71689
O: 2.66841 1.38245 -4.38589

natural (NBO) atomic charge list, values in e, 8 entries: number 1, C, carries -0.4102; number 2, N, carries -0.7720; number 3, C, carries -0.4126; number 4, B, carries 1.2332; number 5, O, carries -0.9059; number 6, C, carries -0.6906; number 7, C, carries 0.3180; number 8, N, carries -0.3295

Please write out number 1 again, unchanged.
Formula: C6H10
Source: the Open Molecules 2025 dataset
Level of theory: ωB97M-V with the def2-TZVPD basis set

Values from the calculation:
**SMILES**: C1C[C@@H]2C[C@@H]2C1
**Frontier orbital gap**: 0.39596 hartree
**Total charge**: 0
**HOMO level**: -9.551 eV
**M**: 82.15 g/mol
**Relative energy (zero: lowest compared OMol25 entry of this formula, charge and spin)**: 89.7 kcal per mole

Geometry (Å):
C: -1.38613 -0.00191 -0.19350
C: -0.32776 -0.74699 -0.99099
C: 0.97432 -0.82231 -0.22267
C: 0.92424 -0.59334 1.28098
C: 1.07663 0.55723 0.30090
C: -0.55543 1.30343 -0.15337
H: -1.68208 -0.36612 0.79144
H: -2.30307 0.04094 -0.80265
H: -0.03697 0.34447 -1.47301
H: -0.63977 -1.69085 -1.48202
H: 1.78622 -1.36197 -0.71275
H: -0.04568 -0.76570 1.72832
H: 1.73801 -0.86849 1.96532
H: 2.04278 1.08131 0.31403
H: -0.58633 1.98410 0.66885
H: -0.97898 1.90619 -1.01886

natural (NBO) atomic charge list, values in e, 8 entries: number 1, C, carries -0.4336; number 2, C, carries -0.4044; number 3, C, carries -0.2739; number 4, C, carries -0.4392; number 5, C, carries -0.1926; number 6, C, carries -0.4614; number 7, H, carries 0.1992; number 8, H, carries 0.2164